Entry from the OMol25 dataset: a molecular structure, C32H108BF4HfN24O32 at a distorted geometry (ωB97M-V with the def2-TZVPD basis set).

Geometry as ORCA input:
```
! RIJCOSX wB97M-V def2-TZVPD def2/J DEFGRID3
* xyz 3 1
Hf 0.01645 -0.55858 2.82066
B 0.64043 0.25705 -1.91401
F 0.62426 -0.98357 -1.41246
F 2.01812 0.72080 -1.94252
F 0.07823 0.24662 -3.12357
F -0.15516 1.13131 -1.02162
C -4.21700 3.85216 0.84490
C -5.32205 3.89427 1.83122
O -6.06536 5.10351 1.61751
O -4.77145 3.33628 -0.36208
H -3.46766 3.14665 1.11741
H -3.65569 4.76125 0.58857
H -4.91802 3.94141 2.86592
H -5.96360 2.99755 1.78877
H -6.91087 5.06242 2.07525
H -5.36571 4.00081 -0.74768
C -2.03041 -0.39642 -6.61967
C -1.05895 0.17719 -7.58785
O 0.26403 -0.22410 -7.32730
O -2.04160 0.06285 -5.31408
H -1.85318 -1.47254 -6.64459
H -3.00988 -0.32208 -6.98713
H -1.17681 1.23788 -7.60071
H -1.31458 -0.26081 -8.55288
H 0.75452 -0.33082 -8.15918
H -1.15600 -0.07195 -4.97595
C -5.15384 -4.71053 2.69310
C -4.96400 -4.58160 1.14018
O -3.62512 -4.04420 0.93045
O -5.02912 -3.42657 3.36649
H -4.45463 -5.36372 3.19609
H -6.09060 -5.20323 2.97517
H -5.74368 -3.81236 0.87021
H -5.29496 -5.51635 0.60823
H -3.53501 -3.98037 -0.07853
H -5.80733 -2.93004 3.07302
C 3.02434 -1.55297 2.27464
C 2.55481 -0.94200 0.99537
O 1.46446 -0.10955 1.30891
O 1.83664 -1.76567 3.01816
H 3.68553 -0.78876 2.77862
H 3.55861 -2.47023 2.15267
H 2.10124 -1.72321 0.35494
H 3.27830 -0.38444 0.35933
H 1.73925 0.83008 1.00383
H 1.93947 -2.56422 3.59730
C 7.42274 -2.22589 -1.53439
C 6.41310 -1.19383 -0.98190
O 5.47323 -1.79966 -0.01106
O 8.54495 -1.50544 -2.10497
H 7.05478 -2.76205 -2.39346
H 7.62793 -2.95458 -0.72704
H 5.87301 -0.76876 -1.80401
H 6.86120 -0.38748 -0.42573
H 4.68262 -2.16096 -0.46007
H 9.28991 -2.08751 -2.23928
C 4.80322 -1.66537 -4.30683
C 4.48070 -0.34714 -4.96584
O 4.38390 0.63888 -3.93749
O 3.92180 -2.01595 -3.22240
H 5.79017 -1.54045 -3.79190
H 4.98650 -2.42337 -5.06022
H 3.55399 -0.48265 -5.57366
H 5.19021 -0.04080 -5.73122
H 3.61302 0.39569 -3.40870
H 3.26946 -2.64169 -3.54374
C 3.62132 -5.30284 -0.02677
C 4.52043 -5.19022 1.15381
O 3.83490 -4.87537 2.38665
O 3.08347 -4.05090 -0.31182
H 2.84266 -6.06867 0.20273
H 4.18568 -5.77628 -0.87686
H 5.17604 -4.31243 1.00153
H 5.03475 -6.12956 1.18959
H 3.67845 -5.76654 2.76449
H 2.75876 -3.97347 -1.21175
C -4.98371 1.86642 -3.14108
C -5.54703 1.07116 -4.40290
O -5.35637 1.86188 -5.60816
O -4.81802 0.93532 -2.07159
H -5.67579 2.67603 -2.87253
H -4.02866 2.28438 -3.40211
H -6.54315 0.69003 -4.42220
H -4.88775 0.23278 -4.51375
H -6.16443 2.01839 -6.10059
H -4.58975 1.50830 -1.31067
C -1.19921 -0.23130 8.93432
C -2.52376 -0.91416 9.04028
O -3.03164 -1.18418 7.71905
O -0.22294 -1.06731 8.27725
H -0.84659 0.14776 9.91593
H -1.17924 0.64282 8.29186
H -3.27801 -0.29455 9.51904
H -2.46102 -1.82152 9.63672
H -3.99784 -1.03896 7.79685
H 0.42707 -1.40975 8.89551
C -0.72006 5.22437 -4.35349
C -0.07535 3.86625 -4.14399
O 0.07839 3.79068 -2.76132
O 0.08020 6.34046 -3.97499
H -1.60519 5.22011 -3.72180
H -1.16201 5.37628 -5.36839
H 0.88698 3.77363 -4.67412
H -0.69847 3.12826 -4.62439
H -0.05831 2.85828 -2.47461
H 0.15952 6.99371 -4.70156
C 0.93306 -3.43447 -4.40000
O 0.92412 -4.17257 -5.31786
N 0.65334 -2.10856 -4.47075
N 1.04958 -3.88284 -3.07932
H 0.45732 -1.55824 -3.63047
H 0.99884 -1.57027 -5.26098
H 0.64733 -4.79866 -2.95719
H 0.54242 -3.32377 -2.39259
C -0.36021 2.64502 2.08560
O -0.13115 1.49449 2.57584
N -0.18852 3.68890 2.95789
N -0.82408 2.82673 0.88469
H -0.19320 3.51873 3.94267
H -0.56645 4.53637 2.62485
H -0.94917 3.87219 0.64819
H -1.01180 2.06048 0.23547
C 1.78475 0.38396 5.14979
O 0.61035 0.12094 4.65077
N 2.77351 0.92997 4.40605
N 1.94886 0.15754 6.45826
H 2.52848 1.30042 3.45548
H 3.73098 0.97782 4.67977
H 2.55275 0.60849 7.11604
H 1.03381 -0.05413 6.89085
C -0.52659 -3.00478 0.78434
O -0.53695 -1.79596 1.20714
N -0.92651 -3.25957 -0.47947
N -0.06599 -4.02577 1.52486
H -1.53426 -4.02304 -0.69413
H -0.85592 -2.37374 -1.02833
H 0.09836 -4.89978 1.04918
H 0.14044 -3.95458 2.53242
C 2.27478 3.43533 0.51369
O 2.34152 2.39582 1.22568
N 2.44033 4.59707 1.09799
N 2.20053 3.30156 -0.81390
H 3.13749 4.51551 1.85574
H 2.58173 5.47246 0.61040
H 1.91503 2.38576 -1.17001
H 1.95981 4.03676 -1.41823
C -1.49257 6.38408 0.22923
O -1.28284 5.77667 1.25179
N -2.11946 7.56972 0.26653
N -1.10512 5.92320 -0.98143
H -2.62637 7.84286 -0.56245
H -2.45440 7.99713 1.12519
H -0.90031 6.51940 -1.80670
H -0.99658 4.94149 -1.25555
C 6.18409 1.69137 3.26845
O 5.41982 1.26175 4.09144
N 5.61896 2.36006 2.19267
N 7.55689 1.48709 3.30730
H 4.62323 2.23592 2.19302
H 6.07047 2.44028 1.25502
H 7.82366 0.80068 4.00586
H 8.24059 1.90224 2.68183
C 7.26032 2.11037 -1.54813
O 7.23341 1.88484 -0.33309
N 6.31543 3.00385 -2.07177
N 8.08533 1.52693 -2.54301
H 6.17205 3.79305 -1.43230
H 5.97101 2.98243 -3.00001
H 7.94848 1.87845 -3.47360
H 8.51998 0.64988 -2.37359
C -3.17946 -0.22053 2.14754
O -2.04709 -0.40116 2.75756
N -4.26582 -0.29112 2.87494
N -3.22724 0.08451 0.84879
H -4.26891 -0.42094 3.87780
H -5.11759 -0.30764 2.39118
H -2.39744 -0.13062 0.33935
H -4.05522 -0.26152 0.40459
C -7.06230 -0.33950 0.18675
O -5.98052 -0.51538 0.79382
N -7.14772 0.06032 -1.02654
N -8.14652 -0.62681 0.83655
H -7.96604 0.22179 -1.56535
H -6.29242 0.17301 -1.51708
H -8.12023 -0.68146 1.80650
H -9.07964 -0.41895 0.46662
C -2.87084 -3.15667 -2.81931
O -3.55941 -3.51517 -1.84342
N -2.65426 -1.75454 -3.06923
N -2.22200 -4.08727 -3.61850
H -3.36536 -1.03706 -2.84637
H -2.25385 -1.47071 -3.96998
H -2.74173 -4.98655 -3.70473
H -1.77991 -3.78353 -4.49168
C -1.24975 -2.83582 4.79864
O -0.44477 -2.32381 3.98739
N -0.96332 -2.91366 6.11750
N -2.34502 -3.42769 4.30810
H -1.81662 -2.97977 6.72300
H -0.42720 -2.15157 6.54094
H -2.89601 -3.11866 3.49128
H -3.08784 -3.76638 4.93085
*
```

Summary:
Orbital gap: 0.3227 Eh
HOMO level: -14.2 eV

Entry from the OMol25 dataset: a molecular structure, C32H16Cl4N3O13TeY (ωB97M-V with the def2-TZVPD basis set).

Geometry as ORCA input:
```
! RIJCOSX wB97M-V def2-TZVPD def2/J DEFGRID3
* xyz -2 1
Y -1.18926 0.59905 0.04165
Cl 3.82585 2.16827 4.76646
C 2.33190 2.17087 3.88362
C 1.27306 2.95473 4.29786
Cl 1.42045 3.95083 5.71230
C 0.07287 2.94624 3.56981
Cl -1.26764 3.93017 4.06898
C -0.09104 2.16749 2.42630
O -1.18583 2.14827 1.71179
C 1.01082 1.34297 2.00695
O 0.84944 0.60202 0.93827
C 2.19075 1.37219 2.73906
Cl 3.49866 0.36900 2.18664
O 1.02577 1.17545 -3.26935
C -0.05694 0.85102 -2.81550
O -0.78305 1.51780 -1.97728
C -0.72036 -0.42669 -3.31973
C -0.79425 -0.64055 -4.66674
C -1.46627 -1.76471 -5.16683
C -2.08667 -2.65613 -4.32395
C -2.00919 -2.44466 -2.95937
C -1.24054 -1.38822 -2.38987
O -0.93458 -1.33402 -1.14780
N -2.68602 -3.41249 -2.10965
O -2.95338 -4.50877 -2.59273
O -2.98851 -3.09112 -0.97805
N -1.50894 -2.00368 -6.59272
O -2.00104 -3.04884 -6.99659
O -1.01083 -1.17029 -7.33435
H -0.32306 0.05540 -5.34593
H -2.61385 -3.51399 -4.70891
Te 2.24771 -1.64395 -0.89213
C 4.28010 -2.23044 -0.69920
C 4.62309 -3.53795 -0.36209
C 5.95319 -3.90698 -0.22206
C 6.95996 -2.96620 -0.39708
C 6.62833 -1.65881 -0.71924
C 5.29590 -1.29519 -0.87548
C 1.89292 -2.85249 -2.59466
C 2.48719 -2.55167 -3.81804
C 2.17748 -3.29092 -4.95026
C 1.25184 -4.32502 -4.87837
C 0.64692 -4.62272 -3.66666
C 0.97117 -3.89300 -2.52892
H 3.84019 -4.27118 -0.21048
H 6.20405 -4.92925 0.03563
H 7.99819 -3.25201 -0.27739
H 7.40626 -0.91679 -0.85315
H 5.03989 -0.27465 -1.13215
H 3.17071 -1.71435 -3.88864
H 2.63575 -3.03882 -5.89913
H 0.98531 -4.87978 -5.76983
H -0.09767 -5.40748 -3.60497
H 0.48529 -4.11576 -1.58584
O -3.54762 0.36838 -0.16252
C -3.55846 -0.40565 0.83400
O -2.54528 -0.69657 1.50793
C -4.87216 -1.03403 1.22351
C -4.87223 -2.23945 1.91480
C -6.06878 -2.83806 2.26869
C -7.24882 -2.19686 1.92856
C -7.27622 -0.99536 1.23997
C -6.06984 -0.42042 0.87957
N -8.52521 -2.81758 2.31132
O -9.55615 -2.27494 1.95627
O -8.49101 -3.84933 2.95606
H -3.92384 -2.69702 2.15900
H -6.09906 -3.77944 2.79540
H -8.22255 -0.53799 0.99528
H -6.03882 0.50551 0.32186
*
```

Summary:
Energy above the lowest of the compared OMol25 structures with the same formula, charge and spin: 0.00 kcal per mole
Orbital gap: 0.2007 Eh
HOMO level: -2.7 eV

Entry from the OMol25 dataset: a molecular structure, C32H17F5MnN3O2 at a distorted geometry (ωB97M-V with the def2-TZVPD basis set).

Geometry as ORCA input:
```
! RIJCOSX wB97M-V def2-TZVPD def2/J DEFGRID3
* xyz 1 4
Mn 0.74942 -0.27711 0.34853
O 6.70563 1.25891 3.14302
C 6.21049 1.96368 2.25379
O 6.61849 2.86768 1.51303
C 4.79003 1.43462 1.80837
C 4.14104 2.00278 0.71405
C 2.92112 1.49870 0.33624
N 2.35245 0.49245 1.02032
C 2.97839 -0.09199 2.05230
C 4.20190 0.36488 2.47828
C 2.20690 -1.23069 2.60767
C 2.68769 -2.06533 3.59793
C 1.88123 -3.08743 4.07015
C 0.60126 -3.23334 3.55632
C 0.19302 -2.37586 2.55882
N 0.97684 -1.40778 2.06300
C 2.15491 1.84174 -0.88991
C 2.44281 2.90491 -1.71855
C 1.72996 3.04891 -2.90079
C 0.75164 2.12092 -3.22472
C 0.48633 1.10686 -2.32804
N 1.15425 0.97232 -1.17660
H 4.63790 2.81025 0.18766
H 4.74751 -0.06838 3.30902
H 3.68510 -1.91317 3.98656
H 2.24505 -3.75771 4.83842
H -0.07033 -3.99947 3.91787
H -0.80439 -2.44814 2.14619
H 3.22406 3.60114 -1.44414
H 1.94134 3.87682 -3.56480
H 0.19655 2.18054 -4.15122
H -0.29429 0.38120 -2.52309
F -0.28618 -1.85923 -0.72316
C -1.49898 -2.38117 -0.35448
C -2.54771 -1.51039 -0.14129
C -3.74960 -2.08201 0.24492
F -4.80561 -1.30850 0.46194
C -3.88357 -3.45123 0.40643
F -5.03900 -3.97046 0.78095
C -2.80107 -4.28418 0.17634
F -2.92139 -5.58803 0.33797
C -1.58630 -3.74621 -0.21228
F -0.53310 -4.52414 -0.41890
C -3.95982 1.81786 -3.81905
C -4.11046 0.42321 -3.64226
C -3.61813 -0.19247 -2.52846
C -2.93852 0.55530 -1.53348
C -2.38819 -0.04332 -0.36371
C -1.68387 0.72260 0.53164
C -1.55058 2.12025 0.35378
C -2.09135 2.71780 -0.74026
C -2.78342 1.95563 -1.71499
C -3.31635 2.56455 -2.87690
H -4.36231 2.28900 -4.70655
H -4.62474 -0.15912 -4.39550
H -3.74966 -1.26122 -2.40595
H -1.37531 0.29014 1.48166
H -1.03060 2.70776 1.10015
H -2.00117 3.78936 -0.88283
H -3.20733 3.63534 -3.00140
*
```

Summary:
⟨S²⟩: 3.7683
Orbital gap (spin up / spin down): 0.2249 / 0.2191 Eh
HOMO level (spin up / spin down): -10.3 / -10.3 eV

Entry from the OMol25 dataset: a molecular structure, C32H20B4F12O40Y at a distorted geometry (ωB97M-V with the def2-TZVPD basis set).

Geometry as ORCA input:
```
! RIJCOSX wB97M-V def2-TZVPD def2/J DEFGRID3
* xyz -1 1
Y -0.27753 -0.30360 -0.54515
O -1.93068 -1.96986 7.29232
C -2.45573 -1.74930 6.19040
O -2.02464 -2.19203 5.03642
B -3.00721 -1.88892 3.99895
O -4.04329 -1.02848 4.61241
C -3.72556 -0.92320 5.92480
O -4.32351 -0.19203 6.72981
O -3.49831 -3.14708 3.35492
C -3.11694 -3.19899 2.08904
O -3.49391 -4.00026 1.27114
C -2.26351 -1.91507 1.80974
O -2.30415 -1.17321 2.89954
O -1.73966 -1.56700 0.80311
O 0.17076 0.45744 1.69238
C 0.34657 0.76921 2.85616
O -0.24503 0.33785 3.99722
B 0.43120 0.98658 5.14597
O 1.55110 1.75960 4.59641
C 1.49865 1.71513 3.27062
O 2.26857 2.22033 2.43919
O -0.51359 1.75869 5.98904
C -0.55261 1.31242 7.22658
O -1.22070 1.82145 8.16636
C 0.45070 0.10528 7.28191
O 0.95071 -0.03069 6.07215
O 0.71431 -0.49026 8.30710
O 1.08309 -1.95598 0.26478
C 1.39711 -2.62383 1.22860
O 1.06632 -2.37994 2.42207
B 1.50683 -3.43000 3.30164
O 2.40368 -4.25383 2.50374
C 2.37495 -3.77822 1.26082
O 2.99075 -4.26569 0.30882
O 0.32321 -4.06332 3.97479
C 0.44825 -3.89202 5.30341
O -0.14897 -4.39131 6.27365
C 1.69753 -3.00025 5.51848
O 2.21345 -2.77082 4.38462
O 2.08122 -2.69094 6.68487
O 1.18441 5.21107 -7.03366
C 0.36860 4.70049 -6.29158
O 0.41815 3.45436 -5.87791
B -0.70449 3.20212 -4.95323
O -1.34348 4.45729 -4.77300
C -0.81851 5.39503 -5.51099
O -1.05349 6.59728 -5.50699
O -0.30921 2.56681 -3.67722
C -0.99100 1.44837 -3.53130
O -0.96341 0.74551 -2.56756
C -1.86701 1.24509 -4.75266
O -1.72833 2.25020 -5.53040
O -2.64489 0.27137 -4.90304
C 2.98046 0.05954 -6.09980
C 2.36527 0.29753 -4.76531
O 3.18367 -0.50262 -3.86940
C 2.74866 -1.08302 -2.74196
O 1.76883 -0.63661 -2.09740
C 3.67411 -2.25961 -2.25363
F 4.64793 -2.51039 -3.11024
F 4.14187 -2.10845 -1.00508
F 2.91394 -3.37377 -2.27370
H 2.60013 0.69124 -6.90256
H 2.79736 -0.96686 -6.41772
H 4.06850 0.12469 -6.09378
H 1.33383 -0.05195 -4.71948
H 2.42640 1.33027 -4.42209
C -3.62122 2.47187 3.76848
C -3.33515 1.69997 2.43189
O -3.38727 2.65001 1.41428
C -2.67114 2.41357 0.21707
O -2.00966 1.41124 -0.00561
C -2.84806 3.53540 -0.86646
F -3.74889 4.44828 -0.45082
F -1.69127 4.11688 -1.04772
F -3.27299 3.01667 -2.07099
H -4.47127 3.14289 3.64508
H -2.88656 3.18582 4.14084
H -3.77141 1.73042 4.55319
H -4.02340 0.87124 2.26566
H -2.29987 1.37213 2.33798
C 2.81832 4.09064 -3.72845
C 3.52897 3.42004 -2.49239
O 2.69310 2.47154 -1.83845
C 1.70946 2.65401 -0.90996
O 0.99180 1.71245 -0.61873
C 1.50040 4.07259 -0.29682
F 2.50662 4.38575 0.51333
F 1.51531 4.98609 -1.31030
F 0.41181 4.14459 0.42414
H 2.60022 3.27408 -4.41676
H 3.56547 4.65538 -4.28608
H 1.95947 4.72403 -3.50646
H 3.90780 4.19287 -1.82356
H 4.42976 2.95965 -2.89825
C -0.82719 -6.44581 -1.24563
C -0.66450 -4.92771 -1.16658
O -0.67325 -4.42719 -2.49685
C -0.55113 -3.13561 -2.84732
O -0.48182 -2.22913 -2.03714
C -0.36248 -2.93691 -4.32817
F -0.70941 -4.01612 -4.98833
F -1.11780 -1.98618 -4.67495
F 0.85720 -2.56761 -4.61173
H -1.81558 -6.71674 -1.61677
H -0.72842 -6.91587 -0.26716
H -0.03598 -6.95347 -1.79733
H 0.24851 -4.57400 -0.68761
H -1.52023 -4.51059 -0.63570
*
```

Summary:
Energy above the lowest of the compared OMol25 structures with the same formula, charge and spin: 84.58 kcal per mole
Orbital gap: 0.2517 Eh
HOMO level: -6.9 eV

What did we get for molecular weight? Answer: 1606.65; 1008.81; 625.44; 1404.60 g mol⁻¹, in the order shown.
What did we get for energy? Answer: -5478.3431; -4518.7107; -3194.4958; -5578.3685 hartree, in the order shown.